The following is a DFT calculation (ωB97M-V with the def2-TZVPD basis set) of the molecule C4H8O3 in a non-equilibrium geometry.

The geometry in XYZ format:
```
15
Properties=species:S:1:pos:R:3:forces:R:3
C 2.223 -0.017 0.600 -0.75 -0.78 0.74
C 1.233 -0.986 -0.364 2.02 1.71 2.78
O -0.156 -0.946 -0.054 0.17 0.42 -0.14
C -0.832 0.164 -0.345 0.19 0.38 -0.11
O -0.337 1.147 -0.849 -0.18 -0.28 0.16
C -2.301 0.088 0.031 0.13 -0.25 0.06
O -2.923 1.323 -0.165 0.01 0.13 -0.12
H 2.325 1.061 0.316 -0.64 -1.00 -0.17
H 1.753 -0.083 1.559 0.34 0.22 1.06
H 3.248 -0.424 0.589 -0.59 -0.16 0.13
H 1.514 -2.020 -0.200 0.34 0.25 -0.70
H 1.705 -0.268 -0.978 -1.17 -0.73 -3.67
H -2.773 -0.702 -0.571 0.10 0.09 0.05
H -2.386 -0.214 1.083 0.07 0.03 -0.15
H -2.293 1.877 -0.652 -0.04 -0.03 0.06
```
Forces are in eV/Å.

Results
Spin multiplicity   1
SMILES   CCOC(=O)CO
HOMO   -0.368 Ha
Energy above the lowest of the compared OMol25 structures with the same formula, charge and spin   245.86 kJ/mol
Total charge   0
Largest force on an atom   3.92 eV Å⁻¹